# 1
C15H21ClN4OS in the gas phase, computed with ωB97M-V/def2-TZVPD.

Geometry (Å):
C: 5.64755 1.17503 -2.43192
C: 4.70234 2.23323 -1.87363
C: 3.70021 1.67198 -0.86570
C: 2.63909 0.78385 -1.51888
O: 1.67427 0.33311 -0.58798
C: 1.98349 -0.65870 0.28472
C: 3.15291 -1.41201 0.27020
C: 3.35252 -2.42467 1.19223
C: 2.38302 -2.69107 2.14130
Cl: 2.63093 -3.95342 3.29679
C: 1.21276 -1.95081 2.17443
C: 1.00688 -0.93272 1.25968
C: -0.25143 -0.13675 1.28069
S: -1.43743 -0.80383 0.04886
C: -2.84045 0.05562 0.60178
N: -2.93125 0.88616 1.60159
N: -4.21011 1.30659 1.66039
C: -4.88895 0.74010 0.70866
C: -6.33233 0.90210 0.41963
C: -7.11785 -0.34167 0.83773
N: -4.05833 -0.08343 -0.01191
N: -4.39889 -0.86457 -1.10984
H: 5.10898 0.43094 -3.01334
H: 6.17434 0.67092 -1.62433
H: 6.38584 1.63793 -3.08213
H: 4.16176 2.71000 -2.69404
H: 5.29406 3.00374 -1.37543
H: 4.23066 1.10514 -0.09751
H: 3.18442 2.49621 -0.36816
H: 3.09111 -0.06426 -2.04386
H: 2.06392 1.36841 -2.24275
H: 3.92194 -1.22746 -0.46214
H: 4.26212 -3.00358 1.16902
H: 0.45948 -2.16329 2.91722
H: -0.07619 0.90027 0.99911
H: -0.76214 -0.18581 2.24002
H: -6.46217 1.07158 -0.65134
H: -6.68588 1.77416 0.96892
H: -6.78231 -1.20780 0.27263
H: -6.97710 -0.53590 1.89817
H: -8.17771 -0.19308 0.64878
H: -3.85043 -0.58025 -1.92060
H: -4.18368 -1.84198 -0.91705

As for the LUMO energy: 0.442 eV. As for the structure (SMILES): CCCCOc1ccc(Cl)cc1CSc1nnc(CC)n1N. The calculation puts the energy above the lowest of the compared OMol25 structures with the same formula, charge and spin at 3.1 kcal/mol. The charge is 0. For the highest occupied orbital energy, the calculation gives -8.29 eV. Its frontier orbital gap is 8.7 eV.



# 2
A molecular structure, C17H25AlNO7S2Te, computed with ωB97M-V/def2-TZVPD.

Geometry (Å):
Al: 1.35197 0.53625 0.35471
C: -1.22262 2.79674 1.29011
O: -0.78991 1.43742 1.48337
C: -1.01220 0.93855 2.77407
C: 0.09798 -0.04204 3.09227
O: 0.62797 -0.62794 1.85685
C: 1.37909 -1.84388 2.13843
C: 1.91779 -2.42783 0.83110
O: 1.86697 -1.42085 -0.17610
C: 2.31983 -1.86316 -1.47959
H: -0.81409 3.43428 2.07421
H: -0.84048 3.13392 0.33720
H: -2.31172 2.83778 1.30356
H: -1.00273 1.73697 3.51522
H: -1.98024 0.44074 2.81692
H: 0.92335 0.41481 3.63468
H: -0.31003 -0.84784 3.69100
H: 2.18133 -1.60921 2.82874
H: 0.69888 -2.54310 2.60850
H: 2.94865 -2.74675 0.96885
H: 1.32308 -3.27700 0.50514
H: 3.29593 -2.33124 -1.38402
H: 1.60748 -2.58249 -1.88567
H: 2.38305 -0.99014 -2.11720
S: 5.41043 0.81612 2.69684
C: 5.68063 0.17455 1.14396
C: 4.49707 -0.14700 0.57536
N: 3.37953 0.10036 1.35455
C: 3.74461 0.62976 2.50025
H: 6.67585 0.09215 0.72478
H: 4.38004 -0.52847 -0.42873
H: 3.04467 0.95033 3.26313
O: 1.74711 2.20170 0.95304
S: 2.36651 2.62415 -0.42477
O: 3.77647 2.83449 -0.30550
O: 2.08461 1.22073 -1.11171
O: 1.55644 3.62805 -1.04499
C: -2.91136 0.01926 -0.45805
Te: -0.98078 -0.72544 -0.98121
C: -1.63215 -0.26233 -2.96542
C: -3.12725 -0.44782 -2.89727
C: -3.87946 -0.73341 -4.03153
C: -5.25846 -0.86892 -3.93499
C: -5.88717 -0.72485 -2.70493
C: -5.13849 -0.44742 -1.56945
C: -3.75955 -0.30724 -1.66165
H: -2.82379 1.09196 -0.29162
H: -3.26771 -0.45782 0.45102
H: -1.15201 -0.91966 -3.68401
H: -1.34461 0.76483 -3.18209
H: -3.38614 -0.85084 -4.99191
H: -5.84174 -1.09958 -4.81979
H: -6.96170 -0.83864 -2.62705
H: -5.63096 -0.34294 -0.60862

As for the LUMO energy: -2.540 eV. The calculation puts the energy above the lowest of the compared OMol25 structures with the same formula, charge and spin at 33.2 kcal/mol. The charge is +1. For the highest occupied orbital energy, the calculation gives -11.56 eV. Its frontier orbital gap is 9.0 eV.